ORCA calculation (the ωB97M-V functional and the def2-TZVPD basis) on 2 unconnected molecules or ions with the total composition CH4N2O2S in a non-equilibrium geometry.

Last column: Mulliken charge in e.
Element x y z (Å)
C 1.43625 0.70547 -0.88455  0.327
N 1.59589 -0.19258 -0.11002  -0.427
N -0.72453 -0.64045 1.67500  -0.503
O -0.22986 -2.48004 -0.04703  -0.427
O -1.14596 0.85643 -1.16796  -0.826
S -0.31680 -1.06243 0.03492  0.782
H 1.53099 1.58318 -1.46354  0.313
H -1.17732 1.64929 -1.94817  0.146
H -0.07951 -0.78046 2.39561  0.288
H -0.88915 0.36159 1.51575  0.327

Output
E_tot = -19006.52500 eV
E_LUMO (alpha / beta) = -1.47 / -1.47 eV
HOMO energy (alpha / beta) = -8.5459 / -8.5443 eV
Energy above the lowest of the compared OMol25 structures with the same formula, charge and spin = 124.50 kcal/mol
Gap between HOMO and LUMO (alpha / beta) = 0.2601 / 0.2601 Ha